Below is C15H12Cl2N2O5Pt as an isolated structure, with properties calculated with ωB97M-V/def2-TZVPD.

```
37
Properties=species:S:1:pos:R:3:forces:R:3
Pt -0.667 -0.602 0.599 0.352 -0.323 -0.231
Cl 4.394 -2.766 5.240 0.003 0.001 0.000
C 3.426 -2.275 3.886 -0.013 -0.003 -0.003
C 4.043 -1.629 2.804 -0.007 0.009 -0.007
C 3.307 -1.234 1.721 0.034 -0.047 0.008
Cl 4.087 -0.448 0.396 0.004 -0.002 -0.010
C 1.899 -1.438 1.646 0.002 -0.128 -0.079
O 1.283 -1.079 0.570 0.000 0.125 0.250
C 1.306 -2.093 2.760 -0.027 0.047 -0.014
C -0.085 -2.415 2.814 -0.110 -0.044 -0.109
O -0.990 -2.045 2.048 0.043 0.111 0.045
C 2.085 -2.513 3.861 0.034 0.003 -0.005
H 5.108 -1.441 2.824 0.000 0.000 -0.001
H -0.397 -3.081 3.626 0.012 0.013 0.006
H 1.606 -3.022 4.687 -0.006 0.002 -0.004
O -4.657 -0.760 0.583 0.211 -0.243 0.252
N -3.496 -1.067 0.431 -0.071 0.305 -0.892
O -2.610 -0.116 0.698 -0.030 0.242 0.295
O -3.080 -2.114 -0.036 -0.197 -0.230 0.199
C -0.119 3.646 -0.529 -0.017 -0.050 0.013
C -0.637 2.845 -1.680 0.159 0.024 0.020
C -1.092 3.455 -2.828 -0.054 -0.014 0.008
C -1.553 2.682 -3.889 0.027 -0.066 0.047
C -1.577 1.291 -3.830 -0.014 0.011 -0.056
C -1.185 0.622 -2.689 -0.163 -0.127 -0.068
C -1.149 -0.872 -2.665 -0.014 0.035 0.023
C -0.719 1.405 -1.573 0.010 -0.311 -0.028
N -0.291 0.899 -0.442 -0.081 0.619 0.370
H -0.024 4.694 -0.805 0.008 0.011 -0.014
H 0.848 3.258 -0.204 -0.038 -0.014 -0.005
H -0.787 3.568 0.330 0.015 0.008 -0.038
H -1.071 4.533 -2.911 -0.011 0.000 0.001
H -1.884 3.174 -4.795 -0.005 -0.006 0.004
H -1.907 0.724 -4.690 -0.002 0.006 -0.021
H -1.407 -1.272 -3.644 0.000 0.007 -0.020
H -1.848 -1.276 -1.931 -0.040 -0.003 0.073
H -0.161 -1.239 -2.383 -0.010 0.036 -0.010
```
Forces are in eV/Å.

Gap between HOMO and LUMO   5.98 eV
E_tot   -57253.4864 eV
M   566.3 g mol⁻¹
Energy relative to the best compared isomer or geometry (same formula, charge and spin)   18.0 kJ/mol
Lowest unoccupied orbital energy   -2.48 eV
HOMO   -8.46 eV

Löwdin population analysis, charges in e, atoms 1 to 5: atom 1 (Pt): 1.294, atom 2 (Cl): 0.670, atom 3 (C): -0.668, atom 4 (C): -0.108, atom 5 (C): -0.575